This record from OMol25 describes a molecular structure, C16H40NO4PSi2. The level of theory is the ωB97M-V functional and the def2-TZVPD basis.

The geometry in XYZ format:
```
64
C16H40NO4PSi2, DFT the ωB97M-V functional and the def2-TZVPD basis
H -2.89927 -0.41228 -0.31563
H 0.20795 -0.48011 2.54647
C 0.44890 -1.90590 -2.51334
C 0.68623 -0.71012 -3.46022
H -1.16365 6.73627 4.37466
H -3.66987 -0.22182 -2.69900
H -1.33117 0.15602 -0.80008
C -2.89013 1.64944 -1.00099
H -2.86614 2.45945 2.36452
H 1.85211 -3.57458 -2.27499
H 1.57238 -5.34229 2.32987
H -0.18275 0.94609 -2.34922
H 1.60111 -2.38345 2.96899
P 3.57631 -0.74196 0.13811
O 2.77752 -3.73375 0.49847
H 3.23147 -0.46101 2.58841
H 0.33079 -4.75635 1.20770
Si 0.41438 -1.90629 2.22829
C -2.02634 6.71631 3.71584
H 3.13319 -5.72766 0.42510
C 1.76522 -2.52737 -1.97322
O -3.38326 4.83588 3.68323
N -2.29662 5.28753 3.39212
H 1.97606 0.67062 -0.92878
H 0.00787 1.22079 -4.05926
H -1.74223 -0.66594 -4.39588
C 1.19773 -5.41102 1.30793
C -3.52588 2.03195 0.33355
H 4.89148 -0.12117 2.07580
H 1.90957 -5.18408 -0.71267
C -0.29184 0.46575 -3.32508
C 2.41671 0.70108 0.07414
H 0.86304 -6.43525 1.13042
Si 2.08163 -2.38359 -0.13977
H 2.62033 -2.02743 -2.44088
C 2.28207 -5.05389 0.30923
H -0.77021 -2.68344 2.64421
C 3.13791 2.03652 0.30136
H -1.79044 7.21610 2.78136
H -3.62847 1.79465 -1.79700
O -1.40246 4.67161 2.85398
C -1.75801 0.09234 -3.60502
H 2.66096 2.84177 -0.25966
H 0.62859 -1.05645 -4.49789
H -1.56440 1.98823 1.26245
H -3.82241 3.08379 0.29935
H 1.59132 0.58904 0.78219
H -2.67125 0.77888 1.89051
C -2.62696 -0.43798 -2.44082
C -2.38746 0.19549 -1.06979
C -2.60766 1.80683 1.53245
H 4.33387 -1.79513 2.19659
H 3.11901 2.32082 1.35400
H -2.56462 -1.52620 -2.37318
C 4.03720 -0.78151 1.92483
H -0.20083 -1.60006 -1.69398
H -0.10365 -2.68250 -3.04801
H -4.45166 1.46204 0.46211
H -2.90891 7.12993 4.18758
H -2.06672 2.34378 -1.20166
O 0.61866 -2.09294 0.59888
H 4.18100 1.98321 -0.01767
H -2.26671 0.95474 -4.04323
H 1.70942 -0.34343 -3.32780
```

Computed properties:
max |F|	0.4	eV/Å
DFT total energy	-1909.70815	hartree
total charge	0
gap between HOMO and LUMO	8.423	eV